(1)
C34H60N2O2PbSi as an isolated structure at a distorted geometry. Source: the OMol25 dataset; level of theory: ωB97M-V/def2-TZVPD.

```
100
Properties=species:S:1:pos:R:3:forces:R:3:lowdin_charge:R:1
O 1.034395 -2.048466 0.269561 0.50 -1.05 -0.37 -0.382
O 0.801975 -0.290691 -4.331565 -0.11 -0.29 -0.47 -0.211
C 2.432931 -2.395372 0.122361 -0.61 0.25 -0.06 -0.262
C 2.918185 -3.328195 1.215570 0.09 -0.32 0.12 -0.068
H 2.980680 -1.438210 0.161023 -0.31 -0.29 -0.05 0.119
H 2.585445 -2.841098 -0.874409 0.15 0.25 0.32 0.104
H 2.562282 -3.014434 2.208166 0.05 -0.03 -0.33 0.064
H 4.013237 -3.336008 1.232044 -0.11 -0.02 -0.01 0.080
H 2.586448 -4.362406 1.042593 0.06 0.27 0.13 0.078
C 0.124346 -3.147552 0.028363 0.47 0.20 0.23 -0.263
C 0.179198 -3.622174 -1.413041 -0.12 0.01 -0.16 -0.071
H -0.879736 -2.773044 0.277360 0.34 0.04 -0.02 0.107
H 0.354991 -3.968280 0.728213 -0.15 0.19 -0.16 0.110
H -0.031808 -2.786565 -2.098250 0.12 -0.25 0.17 0.082
H -0.572456 -4.404046 -1.572272 0.09 0.12 0.01 0.080
H 1.157218 -4.054906 -1.660208 -0.27 0.09 -0.01 0.067
C -0.275356 0.309932 -5.078098 0.49 0.00 0.14 -0.264
C 1.759681 -1.052433 -5.083640 -0.31 0.37 0.18 -0.266
C -1.583341 -0.445908 -4.903084 0.06 -0.09 0.00 -0.074
H -0.013639 0.372179 -6.153249 0.00 0.07 0.43 0.120
H -0.380328 1.332912 -4.673866 0.07 -0.34 -0.27 0.108
H -1.482111 -1.481030 -5.251394 -0.08 0.21 0.13 0.064
H -2.364588 0.039355 -5.496148 0.02 -0.03 0.07 0.076
H -1.895188 -0.441976 -3.851648 0.11 -0.05 -0.20 0.072
C 1.165553 -2.229954 -5.843511 0.02 -0.01 -0.03 -0.088
H 2.487490 -1.413455 -4.340055 -0.24 0.22 -0.22 0.118
H 2.279975 -0.374450 -5.786868 -0.06 -0.23 0.19 0.117
H 0.558845 -2.868464 -5.191038 0.09 0.18 -0.07 0.075
H 1.976724 -2.843052 -6.246267 -0.06 0.06 -0.03 0.076
H 0.555860 -1.885650 -6.686319 0.02 -0.14 0.15 0.072
H 1.402789 1.177253 -2.687234 0.09 0.66 0.18 0.023
N -0.975792 -0.857557 3.548494 -0.01 0.23 0.13 -0.060
C -1.775606 -0.230075 4.411826 0.64 -0.56 -0.52 -0.342
C -2.309848 1.049154 4.196964 -0.17 0.00 0.53 -0.052
C -2.463391 1.707926 2.969410 0.65 0.24 -1.37 -0.341
C -2.166373 -0.939696 5.690335 -0.11 0.07 0.36 -0.010
H -1.295666 -1.380322 6.203900 -0.28 0.10 -0.29 0.090
H -2.895823 -1.746339 5.502434 0.33 0.28 -0.01 0.086
H -2.638276 -0.216430 6.364970 0.07 -0.23 -0.09 0.077
C -3.457481 2.845579 2.921269 -0.40 0.02 0.31 -0.016
H -4.160857 2.741865 2.081433 0.32 0.03 0.16 0.094
H -2.957161 3.820964 2.841597 -0.14 -0.30 -0.09 0.076
H -4.035152 2.836456 3.849943 0.01 0.14 -0.19 0.075
N -1.798309 1.380026 1.861656 0.10 0.24 0.61 -0.057
C -0.679369 -2.245959 3.701856 -0.25 0.16 0.45 -0.242
C 0.547363 -2.626797 4.278724 -0.40 -0.12 -0.33 -0.238
C 1.505907 -1.594996 4.790002 0.45 0.13 0.45 -0.053
C 0.849202 -3.982817 4.387753 -0.20 -0.03 -0.07 -0.061
H 1.807478 -4.262460 4.835852 -0.34 -0.06 -0.16 0.116
C -0.065373 -4.944820 3.958708 0.06 -0.03 -0.02 -0.085
H 0.180263 -5.999703 4.053532 -0.05 0.14 -0.01 0.098
C -1.294947 -4.562095 3.421051 0.24 0.11 0.08 -0.055
H -2.029750 -5.306896 3.104937 0.29 0.13 0.10 0.113
C -1.619469 -3.212362 3.289300 0.42 0.10 0.19 -0.228
C -2.966278 -2.816366 2.761826 -0.42 -0.10 -0.34 -0.040
C -2.050271 1.986531 0.595170 -0.31 0.30 0.07 -0.255
C -1.441109 3.218300 0.256827 -0.50 -0.56 -0.07 -0.228
C -0.554998 3.926055 1.230257 0.29 0.60 0.22 -0.036
C -1.711670 3.791348 -0.986450 -0.06 -0.31 -0.14 -0.064
H -1.270227 4.767344 -1.215803 -0.14 -0.40 -0.05 0.112
C -2.526615 3.129567 -1.907738 -0.14 0.09 0.07 -0.092
H -2.716571 3.571652 -2.886697 0.02 -0.07 0.27 0.100
C -3.124884 1.913357 -1.569048 0.21 0.15 -0.05 -0.057
H -3.806221 1.406604 -2.260142 0.31 0.23 0.12 0.108
C -2.883800 1.320892 -0.331545 0.36 0.34 0.30 -0.218
C -3.513987 0.002170 0.011457 -0.40 -0.34 -0.11 -0.044
Pb 0.345529 0.169573 1.777005 -1.18 -0.23 -0.71 1.353
H 2.353826 -1.438129 4.103831 -0.26 -0.03 0.15 0.068
H 1.933900 -1.927703 5.749081 -0.07 0.07 -0.30 0.090
H 1.028990 -0.625554 4.967539 0.09 -0.21 -0.14 0.071
H -2.973673 -1.825210 2.293681 0.12 -0.19 0.18 0.059
H -3.726233 -2.817820 3.559575 0.21 0.06 -0.17 0.085
H -3.299205 -3.548684 2.010898 0.04 0.19 0.20 0.084
H -0.188735 4.853866 0.767986 -0.03 -0.22 0.17 0.081
H 0.330464 3.347175 1.536485 -0.33 0.03 -0.05 0.060
H -1.100671 4.216799 2.141365 0.30 -0.18 -0.21 0.072
H -3.984829 0.003015 1.004626 0.21 0.03 -0.21 0.077
H -2.794012 -0.833066 -0.018874 -0.09 0.35 0.11 0.074
H -4.297883 -0.225269 -0.726445 0.20 0.01 0.21 0.078
H -2.803343 1.511614 5.053575 -0.01 -0.26 -0.34 0.093
C 1.400617 2.236465 -2.350500 -0.07 -0.04 -0.13 -0.166
Si 2.809384 3.256506 -3.111680 -0.30 -0.24 0.09 0.459
H 0.425004 2.659144 -2.643597 0.23 -0.10 0.18 0.016
H 1.441094 2.256274 -1.246626 0.01 -0.01 -0.36 0.021
C 4.362558 2.196768 -3.116911 0.11 0.06 -0.02 -0.190
C 3.107984 4.836399 -2.127777 0.03 0.01 0.05 -0.194
C 2.410068 3.786071 -4.878652 -0.02 -0.07 -0.06 -0.192
H 3.243086 4.369311 -5.298654 -0.18 -0.14 0.09 0.029
H 1.511043 4.418819 -4.913216 0.19 -0.17 0.01 0.029
H 2.243835 2.918369 -5.532672 0.01 0.18 0.11 0.021
H 4.737704 2.062097 -2.093232 -0.04 -0.02 -0.20 0.030
H 5.156754 2.664729 -3.714981 -0.11 -0.12 0.15 0.029
H 4.153455 1.204393 -3.539201 0.05 0.20 0.08 0.021
H 3.127251 4.639727 -1.046669 0.01 0.07 -0.22 0.025
H 2.320310 5.577407 -2.330442 0.18 -0.18 0.09 0.028
H 4.072564 5.284078 -2.410941 -0.24 -0.07 0.08 0.029
C 1.937344 1.335747 2.902834 0.06 0.32 0.65 -0.370
H 2.688077 0.638003 3.312177 -0.24 0.38 -0.12 -0.042
H 1.465562 1.910050 3.714587 0.41 -0.04 -0.11 -0.024
H 2.417543 2.015125 2.178679 -0.14 -0.18 0.26 -0.036
```
Forces are in eV/Å.

Charge: 0
LUMO energy: 0.680 eV
Electronic energy: -56432.0154 eV
ΔE to the lowest compared entry with this formula, charge and spin: 0.0387 eV
Max |F|: 1.53 eV Å⁻¹


(2)
C34H61N8O14P2SY as an isolated structure at a distorted geometry. Source: the OMol25 dataset; level of theory: ωB97M-V/def2-TZVPD.

```
121
Properties=species:S:1:pos:R:3:forces:R:3:lowdin_charge:R:1
Y 0.015714 0.429600 0.427360 0.25 -0.56 0.84 1.392
C 2.175357 -2.071983 -5.491365 -0.08 0.07 0.07 -0.086
C 1.378189 -0.964427 -4.819951 0.06 0.01 -0.02 -0.277
N 2.117579 -0.414520 -3.700445 0.00 -0.07 -0.17 -0.005
C 1.586477 0.176332 -2.607572 -0.17 0.22 0.31 -0.753
S -0.108038 0.090107 -2.332718 -0.22 0.12 -0.20 0.753
N 2.444761 0.852440 -1.876713 0.71 -0.12 -0.46 -0.019
N 2.085921 1.244830 -0.643246 -0.17 0.41 0.00 -0.039
C 2.731160 2.262821 -0.168329 0.08 -0.19 -0.54 -0.275
C 3.698478 3.064850 -0.991308 -0.03 -0.17 0.10 -0.028
C 2.494417 2.644657 1.219809 -0.04 0.06 0.42 -0.210
C 3.129051 3.764368 1.770125 -0.03 -0.01 -0.09 0.004
C 2.926550 4.086226 3.096076 -0.06 -0.08 0.06 -0.045
C 2.107986 3.270729 3.863620 0.05 0.08 -0.03 -0.044
C 1.514725 2.187967 3.242056 0.01 -0.05 0.10 -0.176
N 1.680919 1.876847 1.962350 -0.14 0.05 -0.30 0.058
H 1.613107 -2.472749 -6.334566 0.04 -0.02 -0.02 0.074
H 2.377336 -2.879342 -4.786008 0.01 -0.01 0.00 0.071
H 3.130259 -1.696707 -5.865124 0.01 -0.03 -0.02 0.070
H 0.432430 -1.349029 -4.444044 -0.01 0.01 -0.02 0.063
H 1.142533 -0.178592 -5.547606 -0.05 -0.02 0.01 0.117
H 3.094808 -0.213073 -3.850065 0.02 0.00 0.09 0.137
H 3.797175 2.604525 -1.967537 0.03 0.03 0.00 0.062
H 4.679832 3.108950 -0.514829 0.01 0.07 -0.01 0.084
H 3.321381 4.082698 -1.116943 0.04 0.03 0.03 0.089
H 3.763193 4.383391 1.153948 0.00 -0.02 -0.01 0.106
H 3.400107 4.956417 3.531087 0.01 0.01 -0.02 0.112
H 1.923303 3.478168 4.908384 0.00 -0.05 0.01 0.108
H 0.871805 1.526700 3.811693 -0.01 0.01 -0.03 0.078
N -2.141235 -0.736651 1.627898 -0.18 0.21 -0.16 -0.018
C -2.766367 -0.306468 2.884404 0.22 0.20 0.11 -0.220
C -1.859651 0.696168 3.598208 -0.04 -0.14 -0.08 -0.254
N -1.315636 1.579282 2.572456 0.05 0.00 -0.01 -0.025
H -2.714454 -0.448577 0.835634 -0.12 -0.19 -0.01 0.041
H -2.070901 -1.742449 1.564189 0.08 -0.02 -0.09 0.070
H -2.966631 -1.154083 3.540816 -0.04 -0.03 -0.03 0.114
H -3.718811 0.184476 2.679421 -0.03 -0.07 0.02 0.089
H -1.034113 0.166877 4.084456 0.00 0.03 0.03 0.078
H -2.430664 1.220101 4.372500 0.01 -0.01 0.01 0.114
H -0.863877 2.395177 2.964100 0.00 0.04 -0.02 0.077
H -2.072412 1.933061 1.992711 -0.02 0.02 -0.04 0.044
O 1.669030 -1.688663 -0.471867 -0.03 0.05 0.16 -0.003
C 0.603962 -2.292049 -0.580919 -0.15 -0.31 -0.06 -0.686
O -0.502914 -1.885607 -0.102330 -0.11 0.10 0.08 -0.201
C 0.525544 -3.602107 -1.323678 -0.01 -0.03 0.00 -0.070
C 1.126560 -4.740271 -0.813765 0.14 -0.10 0.11 0.086
C 0.971814 -5.946164 -1.481488 -0.17 0.46 -0.16 -0.111
C 0.269214 -6.041970 -2.667567 -0.02 -0.20 -0.09 0.087
C -0.312472 -4.887488 -3.159712 0.26 0.12 0.45 -0.108
C -0.213771 -3.676426 -2.494742 -0.09 -0.01 -0.21 0.078
N -1.069411 -4.948701 -4.416249 -0.17 -0.03 -0.29 -0.345
O -1.134882 -6.022282 -4.981655 0.02 0.12 0.09 0.090
O -1.582148 -3.919918 -4.813780 0.10 -0.13 0.07 0.082
N 1.566129 -7.158316 -0.907315 0.17 -0.27 0.13 -0.348
O 1.535508 -8.173356 -1.573248 -0.02 0.13 0.05 0.091
O 2.050726 -7.071169 0.205808 -0.06 0.01 -0.14 0.078
H 1.705280 -4.694326 0.098632 -0.01 -0.01 0.01 0.132
H 0.170045 -6.984079 -3.183810 0.00 0.00 -0.01 0.133
H -0.696803 -2.795282 -2.896935 0.00 0.02 0.03 0.105
C -3.409600 -0.796044 -2.532187 -0.06 -0.03 0.05 -0.140
O -2.994454 -1.005288 -1.185739 0.14 -0.06 -0.09 -0.183
H -3.659047 -1.741583 -3.022974 0.00 0.01 0.02 0.081
H -2.648008 -0.280402 -3.117500 0.02 0.04 0.01 0.036
H -4.304256 -0.174326 -2.501386 0.00 -0.02 0.01 0.074
H -2.137639 -1.462339 -1.173131 -0.04 -0.02 0.00 0.017
C -1.158209 3.025302 -4.277925 -0.06 -0.16 0.21 -0.037
C -1.305684 3.826950 -2.990115 0.08 0.32 -0.39 -0.613
C -2.303688 4.963020 -3.197351 0.01 -0.05 0.18 -0.034
C 0.053391 4.374683 -2.556269 -0.10 -0.27 0.24 -0.030
O -1.847292 2.902288 -2.007680 0.08 0.12 0.31 -0.188
P -1.740833 3.134531 -0.423808 -0.38 0.12 -0.36 0.290
O -1.997185 4.525341 -0.008361 0.07 0.04 0.01 -0.250
O -0.460481 2.474343 0.083889 -0.63 0.50 -0.41 -0.414
O -2.897252 2.104375 0.091768 0.14 0.16 -0.05 -0.207
C -4.311701 2.471257 0.171528 -0.49 0.05 0.08 -0.587
C -4.779703 3.194790 -1.089373 0.33 -0.09 0.02 -0.032
C -4.527853 3.353875 1.399025 0.15 0.00 -0.11 -0.027
C -5.088209 1.155998 0.311920 0.26 0.08 -0.06 -0.014
H -0.815434 3.669708 -5.088560 -0.05 0.04 0.02 0.088
H -2.117191 2.580855 -4.550624 0.00 0.03 -0.05 0.089
H -0.442352 2.218511 -4.135062 0.03 -0.04 -0.01 0.041
H -1.962493 5.618547 -3.999758 0.03 0.00 0.00 0.088
H -2.404200 5.543321 -2.279623 -0.03 0.00 -0.02 0.077
H -3.279057 4.558932 -3.472338 0.00 0.00 -0.02 0.083
H 0.488928 4.976247 -3.354184 -0.03 0.00 -0.02 0.092
H 0.726627 3.545990 -2.321541 0.03 0.00 -0.07 0.076
H -0.059274 4.989954 -1.663622 0.05 0.08 0.01 0.079
H -4.289757 4.162252 -1.179715 0.00 0.03 -0.04 0.073
H -5.857616 3.344837 -1.037860 -0.01 0.01 0.02 0.091
H -4.540541 2.595229 -1.968333 -0.05 0.02 -0.04 0.089
H -3.936807 4.263875 1.310112 -0.02 0.02 0.02 0.074
H -4.233763 2.825951 2.310798 -0.02 -0.01 -0.01 0.075
H -5.584205 3.614465 1.480876 -0.02 -0.03 0.02 0.094
H -6.092161 1.265636 -0.096342 -0.03 0.02 0.07 0.090
H -5.181989 0.853483 1.355701 0.02 -0.03 -0.01 0.068
H -4.574940 0.372888 -0.241206 -0.04 -0.08 -0.03 0.059
C 3.136128 -1.249996 6.039050 -0.11 -0.01 -0.14 -0.065
C 2.206813 -0.558834 5.060663 0.15 0.08 0.18 -0.317
O 1.594896 -1.540172 4.228319 -0.37 0.07 -0.34 -0.282
P 1.168913 -1.227038 2.657047 0.98 -0.71 0.67 0.822
O 1.061217 -2.782124 2.239505 0.01 -0.02 -0.02 -0.302
C 0.004352 -3.603493 2.751251 -0.06 -0.14 0.04 -0.288
C 0.594771 -4.796559 3.474700 0.04 0.15 -0.03 -0.056
O 2.564939 -0.824405 1.996633 -0.07 -0.07 0.21 -0.332
C 3.704904 -1.700115 1.914301 0.26 0.06 -0.08 -0.253
C 4.955102 -0.877593 2.150881 -0.20 -0.03 -0.01 -0.057
H 3.639156 -0.501161 6.651763 0.02 -0.04 0.04 0.080
H 3.886753 -1.829328 5.500416 0.02 0.02 0.01 0.076
H 2.579432 -1.925549 6.688128 0.01 0.00 0.01 0.079
H 2.776279 0.148619 4.451405 -0.05 0.00 -0.01 0.093
H 1.435488 -0.007908 5.610511 -0.01 0.03 -0.09 0.113
H -0.597359 -3.924559 1.897408 -0.03 0.07 0.01 0.114
H -0.631859 -3.026545 3.430899 -0.03 0.02 -0.03 0.107
H 1.238680 -5.364663 2.802525 -0.01 -0.02 0.00 0.074
H -0.199881 -5.452186 3.832448 -0.01 -0.01 -0.01 0.082
H 1.187681 -4.459136 4.324593 0.00 -0.02 0.01 0.076
H 3.703078 -2.125411 0.911835 -0.08 -0.04 0.00 0.114
H 3.614650 -2.503466 2.646493 -0.06 0.00 0.01 0.114
H 4.988040 -0.043373 1.449330 0.04 -0.01 -0.01 0.077
H 5.834740 -1.503583 1.999394 0.04 0.04 0.02 0.081
H 4.973843 -0.479815 3.167142 0.04 0.00 0.00 0.069
```
Forces are in eV/Å.

Charge: 0
LUMO energy: -0.820 eV
Electronic energy: -107296.0798 eV
ΔE to the lowest compared entry with this formula, charge and spin: 0.9516 eV
Max |F|: 1.38 eV Å⁻¹


What is the LUMO energy in the first record?
0.680 eV


LUMO energy of number 1 (C34H60N2O2PbSi)?
0.680 eV


Among the records above, which one has the lowest LUMO energy?
C34H61N8O14P2SY


Among the records above, which one has the highest electronic energy?
C34H60N2O2PbSi